The following is a DFT calculation (ωB97M-V with the def2-TZVPD basis set) of a cluster of 13 separate species, C29H55BrCl24NO3 in total in a non-equilibrium geometry.

The calculation puts the LUMO energy at 1.5 eV. The value obtained for the highest occupied orbital energy is -0.1054 hartree. The HOMO-LUMO gap comes out at 4.38 eV. The total charge is -1.

Element x y z (Å)
C1 1.2684 2.4045 8.5407
C2 1.0232 1.0326 7.9370
O1 1.0334 0.0491 8.6251
O2 0.7869 0.9286 6.5995
C3 1.8214 0.0556 6.0001
N1 3.1122 0.5431 6.3774
C4 3.9764 0.7461 5.2474
C5 4.1851 2.2852 5.1132
O3 4.8333 2.9409 5.8497
Br1 3.1902 3.1202 3.6024
H1 1.2141 2.2680 9.6262
H2 0.4818 3.1126 8.2616
H3 2.2583 2.7751 8.2676
H4 1.6980 -0.9622 6.4127
H5 1.6254 0.0920 4.9174
H6 3.5801 0.3734 4.2853
H7 4.9465 0.2635 5.4601
Cl1 -0.8431 3.1256 3.9609
C6 -1.2824 3.9268 5.4907
C7 -0.5124 5.2093 5.6993
Cl2 1.2135 4.9058 6.0008
H8 -1.1109 3.2193 6.3004
H9 -2.3495 4.1440 5.4405
H10 -0.9009 5.7352 6.5722
H11 -0.5952 5.8722 4.8394
Cl3 -2.1976 -1.7947 1.2538
C8 -2.6033 -1.0663 2.8323
C9 -1.7523 0.1396 3.1360
Cl4 -0.0550 -0.3113 3.4245
H12 -2.4831 -1.8329 3.5943
H13 -3.6553 -0.7861 2.7899
H14 -2.1105 0.6238 4.0435
H15 -1.7785 0.8653 2.3289
Cl5 -2.4374 -3.1607 -2.7574
C10 -2.2590 -4.2233 -1.3336
C11 -2.5678 -5.6606 -1.6674
Cl6 -4.2954 -5.9143 -2.0324
H16 -2.9081 -3.8452 -0.5476
H17 -1.2297 -4.1319 -0.9935
H18 -2.3251 -6.2939 -0.8158
H19 -1.9920 -6.0048 -2.5246
Cl7 0.4447 -4.8503 -6.6479
C12 -1.2869 -4.5054 -6.8848
C13 -2.1314 -5.0230 -5.7474
Cl8 -2.1836 -6.8064 -5.7034
H20 -1.5887 -4.9391 -7.8354
H21 -1.3867 -3.4230 -6.9545
H22 -3.1582 -4.6796 -5.8657
H23 -1.7658 -4.6751 -4.7858
Cl9 5.1019 -1.2991 -9.1377
C14 4.5675 -1.7823 -7.5079
C15 3.1840 -2.3811 -7.5192
Cl10 1.9284 -1.1741 -7.8988
H24 4.6210 -0.9073 -6.8639
H25 5.2850 -2.5184 -7.1476
H26 2.9492 -2.7817 -6.5340
H27 3.1055 -3.1876 -8.2438
Cl11 -8.0226 -9.2899 -2.5370
C16 -6.4795 -8.7184 -3.2241
C17 -6.4681 -8.7810 -4.7309
Cl12 -6.4649 -10.4578 -5.3367
H28 -5.6788 -9.3154 -2.7947
H29 -6.3499 -7.6886 -2.8992
H30 -5.5641 -8.3047 -5.1089
H31 -7.3293 -8.2714 -5.1563
Cl13 -2.4565 9.2397 6.6622
C18 -0.9505 9.8221 5.9086
C19 -0.9678 9.6705 4.4073
Cl14 -0.9171 7.9614 3.9122
H32 -0.1200 9.2780 6.3532
H33 -0.8513 10.8747 6.1712
H34 -0.0899 10.1523 3.9786
H35 -1.8552 10.1231 3.9704
Cl15 -3.3161 1.4296 0.0866
C20 -3.1707 0.8630 -1.5945
C21 -4.3819 1.2152 -2.4217
Cl16 -5.8290 0.3031 -1.9207
H36 -3.0009 -0.2120 -1.5722
H37 -2.2867 1.3413 -2.0140
H38 -4.1963 0.9669 -3.4659
H39 -4.6136 2.2756 -2.3563
Cl17 7.5489 -3.4826 -8.6135
C22 7.6345 -5.2589 -8.5307
C23 6.3859 -5.9078 -9.0750
Cl18 4.9697 -5.6170 -8.0327
H40 7.8107 -5.5409 -7.4952
H41 8.4970 -5.5652 -9.1211
H42 6.5253 -6.9868 -9.1271
H43 6.1505 -5.5427 -10.0719
Cl19 -5.1551 8.9536 8.2725
C24 -5.5832 9.7422 9.8102
C25 -4.8156 11.0236 10.0250
Cl20 -3.0822 10.7304 10.3078
H44 -5.4047 9.0317 10.6139
H45 -6.6507 9.9555 9.7713
H46 -5.1989 11.5368 10.9061
H47 -4.9095 11.6900 9.1706
Cl21 7.4856 1.7774 -8.0543
C26 6.6759 1.9404 -9.6327
C27 6.1399 3.3331 -9.8568
Cl22 4.7742 3.7100 -8.7773
H48 5.8859 1.1948 -9.6827
H49 7.4181 1.7049 -10.3946
H50 5.7717 3.4232 -10.8780
H51 6.9093 4.0859 -9.7011
Cl23 0.7603 -5.2889 0.5807
C28 0.6374 -4.7461 2.2801
C29 1.6717 -3.7011 2.6200
Cl24 3.3207 -4.3773 2.6300
H52 0.7290 -5.6222 2.9176
H53 -0.3611 -4.3296 2.4085
H54 1.4814 -3.3063 3.6171
H55 1.6492 -2.8734 1.9153


The following is a DFT calculation (ωB97M-V with the def2-TZVPD basis set) of a cluster of 4 separate species, C4H11NO3 in total in a non-equilibrium geometry.

The calculation puts the LUMO energy at 0.6 eV. The value obtained for the highest occupied orbital energy is -0.3151 hartree. The HOMO-LUMO gap comes out at 9.13 eV. As for the SMILES: c1cc[nH]c1.O.O.O. The energy relative to the best compared isomer or geometry (same formula, charge and spin) is 53.7 kcal/mol. The total charge is 0.

Element x y z (Å)
C1 1.2057 0.0193 0.6990
C2 -0.0796 -0.3612 0.2800
C3 -0.9415 -0.3663 1.4309
N1 -0.2652 0.1308 2.4831
C4 1.1042 0.3217 2.0380
H1 1.9171 0.3283 -0.0342
H2 -0.2642 -0.7096 -0.7342
H3 -1.9787 -0.6040 1.5222
H4 -0.5565 0.1333 3.3855
H5 1.9230 0.2830 2.7927
O1 0.9503 -0.4438 -2.9560
H6 0.3366 0.2231 -2.7697
H7 1.8350 -0.0518 -2.9371
O2 -0.8637 2.6341 0.2979
H8 -1.0378 1.7284 0.2583
H9 -0.0754 2.6855 0.8558
O3 -1.1229 -2.3587 -2.1928
H10 -0.2514 -1.9577 -2.2375
H11 -1.8352 -1.6346 -2.1816


The following is a DFT calculation (ωB97M-V with the def2-TZVPD basis set) of a structure of composition C3H2FLaO2 in a non-equilibrium geometry.

The calculation puts the LUMO energy (spin up / spin down) at -2.9 / -2.9 eV. The value obtained for the highest occupied orbital energy (spin up / spin down) is -0.2122 / -0.2122 hartree. The HOMO-LUMO gap (spin up / spin down) comes out at 2.85 / 2.86 eV. The energy relative to the best compared isomer or geometry (same formula, charge and spin) is 73.3 kcal/mol. The total charge is 0.

Element x y z (Å)
C1 -0.5460 0.1627 -0.0613
O1 0.4702 -1.5224 0.7108
C2 0.9359 -0.3007 0.1597
C3 -0.8250 -1.0742 0.3758
O2 2.0220 -0.1907 -0.3247
La1 3.8747 2.4141 -1.4486
H1 -0.9528 0.8462 -0.8322
H2 -1.6897 -1.6083 0.7663
F1 -3.2894 1.2733 0.6542


The following is a DFT calculation (ωB97M-V with the def2-TZVPD basis set) of the molecule C7H8NPS2 in a non-equilibrium geometry.

The calculation puts the LUMO energy (spin up / spin down) at -2.8 / -2.8 eV. The value obtained for the highest occupied orbital energy (spin up / spin down) is -0.2819 / -0.2806 hartree. The HOMO-LUMO gap (spin up / spin down) comes out at 4.90 / 4.79 eV. The energy relative to the best compared isomer or geometry (same formula, charge and spin) is 70.3 kcal/mol. The total charge is 0.

Element x y z (Å)
C1 -0.0755 -2.4540 0.0254
C2 0.6087 -2.9402 1.1044
C3 -0.2250 -1.1267 -0.2325
C4 1.1631 -1.9557 1.8610
C5 0.2612 -0.0944 0.6349
C6 1.1889 -0.5330 1.6778
C7 -0.6076 2.8559 -2.2131
N1 -0.2192 1.1037 0.2745
P1 -1.6559 1.5034 -1.3331
S1 -2.9881 2.3848 -0.0646
S2 2.3842 0.2275 2.6847
H1 -0.5025 -3.1934 -0.5488
H2 0.9800 -3.9045 1.1052
H3 -0.7402 -0.7649 -1.1470
H4 1.7952 -2.2223 2.7297
H5 -1.2095 3.0697 -3.1160
H6 -0.4782 3.8554 -1.8124
H7 0.3756 2.3627 -2.5656
H8 -0.0551 1.8259 0.9356


The following is a DFT calculation (ωB97M-V with the def2-TZVPD basis set) of the molecule C3H5NO2S in a non-equilibrium geometry.

The calculation puts the LUMO energy at 0.3 eV. The value obtained for the highest occupied orbital energy is -0.3236 hartree. The HOMO-LUMO gap comes out at 9.13 eV. As for the SMILES: C[C@@H]1OC(=O)NS1. The energy relative to the best compared isomer or geometry (same formula, charge and spin) is 8.7 kcal/mol. The total charge is 0.

Element x y z (Å)
C1 1.1603 0.9704 0.4614
C2 0.6012 0.2159 -0.7121
O1 -0.7970 0.5470 -0.8366
C3 -1.6084 -0.3029 -0.1785
O2 -2.7958 -0.0970 -0.0833
N1 -0.8929 -1.4084 0.2931
S1 0.6967 -1.6048 -0.3654
H1 0.7434 0.6433 1.4266
H2 0.9578 2.0118 0.3394
H3 2.2503 0.7855 0.6778
H4 1.0843 0.4316 -1.6794
H5 -1.3998 -2.1924 0.6569


The following is a DFT calculation (ωB97M-V with the def2-TZVPD basis set) of a cluster of 9 separate species, C30H66N3O10Si in total in a non-equilibrium geometry.

The calculation puts the LUMO energy at -3.6 eV. The value obtained for the highest occupied orbital energy is -0.3905 hartree. The HOMO-LUMO gap comes out at 7.02 eV. The total charge is +1.

Element x y z (Å)
C1 2.8104 1.2406 2.0125
Si1 2.7581 -0.2386 0.7678
C2 4.5781 -0.6161 0.3238
C3 1.7096 0.3935 -0.7129
O1 1.8961 -1.5469 1.5121
C4 2.0709 -2.7882 0.8257
C5 0.9431 -3.0896 -0.2655
N1 1.4704 -3.9504 -1.3871
C6 2.3182 -3.2019 -2.2702
N2 1.8706 -2.2456 -3.2255
N3 3.6287 -3.4320 -2.2211
O2 4.1910 -4.3544 -1.3816
H1 3.8005 1.7640 1.8122
H2 2.8708 0.8499 3.0684
H3 1.9918 1.9915 1.8354
H4 4.7230 -0.5634 -0.7942
H5 5.2685 0.0946 0.8554
H6 4.8390 -1.6708 0.6491
H7 2.1269 1.3452 -1.1692
H8 0.6763 0.6527 -0.3036
H9 1.5430 -0.4200 -1.4759
H10 2.0238 -3.6030 1.6196
H11 3.0665 -2.9070 0.3246
H12 0.4132 -2.1722 -0.6509
H13 0.1625 -3.7383 0.2483
H14 0.6994 -4.4070 -1.8920
H15 2.5732 -1.4952 -3.3230
H16 0.9635 -1.8458 -2.9606
H17 4.2951 -2.9524 -2.8397
H18 4.5336 -5.0420 -1.9859
C7 -1.4909 2.0143 -3.6645
C8 0.0004 1.8865 -3.8132
O3 0.7543 2.1194 -2.8866
C9 0.5280 1.4578 -5.1584
H19 -1.7266 2.3296 -2.6471
H20 -1.8699 2.7645 -4.3615
H21 -1.9671 1.0487 -3.8530
H22 0.2366 2.1829 -5.9200
H23 0.1399 0.4686 -5.4124
H24 1.6183 1.4082 -5.1213
C10 0.7504 4.5835 -0.8853
C11 0.1954 5.6758 -1.7603
O4 -0.4241 5.4199 -2.7739
C12 0.4377 7.0988 -1.3305
H25 0.4996 3.6131 -1.3171
H26 1.8380 4.6712 -0.8267
H27 0.3107 4.6478 0.1127
H28 1.5106 7.2972 -1.2915
H29 -0.0155 7.2740 -0.3528
H30 -0.0176 7.7774 -2.0536
C13 1.1589 -5.0486 -5.1347
C14 -0.2839 -4.9182 -4.7215
O5 -0.6140 -4.2034 -3.7897
C15 -1.3009 -5.7032 -5.5020
H31 1.7760 -4.4290 -4.4855
H32 1.4810 -6.0875 -5.0379
H33 1.2836 -4.7097 -6.1647
H34 -1.0876 -6.7709 -5.4219
H35 -1.2860 -5.3938 -6.5488
H36 -2.2948 -5.5132 -5.0949
C16 1.3909 11.2040 -2.9675
C17 0.5404 11.6044 -1.7908
O6 1.0021 11.6610 -0.6703
C18 -0.9049 11.9315 -2.0591
H37 2.4062 10.9980 -2.6259
H38 0.9863 10.3005 -3.4284
H39 1.4246 12.0166 -3.6958
H40 -1.4118 11.0607 -2.4798
H41 -0.9738 12.7765 -2.7470
H42 -1.3938 12.2023 -1.1223
C19 -2.9611 4.1390 0.5204
C20 -2.3268 2.7905 0.3097
O7 -1.6706 2.5508 -0.6866
C21 -2.5353 1.7514 1.3777
H43 -2.7274 4.7854 -0.3276
H44 -4.0452 4.0330 0.5919
H45 -2.5670 4.5972 1.4299
H46 -3.6003 1.5389 1.4871
H47 -2.1217 2.1033 2.3252
H48 -2.0227 0.8314 1.0921
C22 -3.8859 -4.1164 0.3777
C23 -3.4253 -3.4523 1.6488
O8 -3.5984 -2.2666 1.8395
C24 -2.7412 -4.3167 2.6735
H49 -4.3601 -3.3747 -0.2665
H50 -3.0305 -4.5438 -0.1503
H51 -4.6136 -4.8967 0.6084
H52 -1.8344 -4.7514 2.2468
H53 -3.4187 -5.1059 3.0069
H54 -2.4651 -3.7057 3.5343
C25 -0.1562 -1.1783 4.4573
C26 -0.0146 -0.3965 5.7366
O9 -0.6966 0.5824 5.9552
C27 1.0069 -0.8775 6.7336
H55 -0.9264 -0.7185 3.8358
H56 0.7878 -1.1679 3.9077
H57 -0.4536 -2.2054 4.6802
H58 2.0028 -0.8549 6.2863
H59 0.7623 -1.8913 7.0572
H60 0.9992 -0.2208 7.6045
C28 -2.0958 -8.2668 6.7487
C29 -2.6514 -7.1709 5.8788
O10 -3.2702 -7.4217 4.8645
C30 -2.4102 -5.7499 6.3144
H61 -2.3451 -9.2353 6.3135
H62 -1.0091 -8.1790 6.8091
H63 -2.5342 -8.2078 7.7467
H64 -1.3373 -5.5506 6.3544
H65 -2.8627 -5.5781 7.2928
H66 -2.8669 -5.0705 5.5935


- Look up the total charge of the second one.
  0


- Which value of total charge does entry 4 give?
  0